Entry 1:
Computed, not measured: the molecule C4H8O3, with wB97M-V/def2-TZVPD.

Atoms and positions in Å:
O  -1.46934  -1.44459  1.28864
C  0.74091  0.57198  0.86128
H  -2.46419  0.30841  1.28330
O  0.56818  -1.50479  -0.34404
C  0.66760  -0.29110  -0.41866
H  -1.40740  0.04320  -0.13006
O  -0.48335  0.65340  1.56303
C  0.81561  0.36100  -1.75943
H  1.89303  0.49202  -1.91068
H  0.43296  -0.31187  -2.53087
H  1.49866  0.09690  1.49639
H  0.33657  1.34245  -1.81304
H  -0.68312  -1.80284  0.82690
C  -1.51026  -0.10821  0.96274
H  1.06413  1.59404  0.62448

Output
HOMO-LUMO gap: 0.3963 Ha
Energy above the lowest of the compared OMol25 structures with the same formula, charge and spin: 181.26 kJ/mol
2S+1: 1
Strongest force on any atom: 0.01097 hartree/bohr
Charge: 0
Electronic energy: -10419.1249 eV

---

Entry 2:
Computed, not measured: a structure of composition C4H8O3, with wB97M-V/def2-TZVPD.

Atoms and positions in Å:
H  -0.75147  0.49467  -2.91901
O  -0.81409  0.46079  0.56945
C  0.35845  -0.07015  0.98464
C  0.33853  -1.59330  1.05046
H  2.46541  0.13785  1.11660
H  0.06204  -1.94859  2.05526
O  -0.74002  1.21996  -2.27513
O  -0.57540  -2.06778  0.08157
H  1.50840  1.71967  1.00446
H  0.19887  -0.17765  -1.15151
H  -1.33063  -1.46509  0.20054
H  1.32622  -2.00544  0.81937
C  1.50190  0.63358  1.03937
C  -0.18306  0.83067  -1.12082
H  0.27164  1.67405  -0.64404

Output
HOMO-LUMO gap: 0.3486 Ha
Energy above the lowest of the compared OMol25 structures with the same formula, charge and spin: 401.69 kJ/mol
2S+1: 1
Strongest force on any atom: 0.01604 hartree/bohr
Charge: 0
Electronic energy: -10416.8403 eV

---

Entry 3:
Computed, not measured: a cluster of 2 separate species, C4H8O3 in total, with wB97M-V/def2-TZVPD.

Atoms and positions in Å:
H  -2.55825  -0.62675  -1.42854
H  -3.53312  -0.23328  0.05780
C  1.92810  0.97592  -0.91037
O  1.54285  0.30475  1.37283
H  -1.46413  -0.10916  1.40658
C  1.10973  0.66713  0.30007
C  -2.55034  -0.35838  -0.37937
H  -0.12726  0.97908  0.25417
H  2.25344  2.01769  -0.91969
O  0.11195  -1.99778  1.10280
H  1.36129  0.75928  -1.81495
C  -1.42042  -0.20134  0.32721
H  0.72871  -1.39107  1.56538
O  -0.21945  -1.15453  -0.01895
H  2.83691  0.36845  -0.91497

Output
HOMO-LUMO gap: 0.3504 Ha
Energy above the lowest of the compared OMol25 structures with the same formula, charge and spin: 658.06 kJ/mol
2S+1: 1
Strongest force on any atom: 0.09069 hartree/bohr
Charge: 0
Electronic energy: -10414.1832 eV

---

Entry 4:
Computed, not measured: the molecule C4H8O3, with wB97M-V/def2-TZVPD.

Atoms and positions in Å:
H  -1.73628  -1.56615  -0.97802
H  2.66787  -0.26465  0.96345
C  0.92013  0.88376  0.40102
H  1.80339  -0.89673  -0.45250
C  1.67848  -0.44047  0.53641
O  1.62843  1.82088  -0.36226
C  -2.18764  -0.94963  -0.19542
H  1.12493  -1.13364  1.17635
O  -1.16008  -0.23146  0.48887
H  -2.65249  -1.58144  0.56097
H  -2.91815  -0.27448  -0.64376
O  -0.67290  0.90157  -1.40095
H  1.17939  1.86834  -1.22175
C  -0.40193  0.56250  -0.26987
H  0.72683  1.30160  1.39746

Output
HOMO-LUMO gap: 0.4165 Ha
Energy above the lowest of the compared OMol25 structures with the same formula, charge and spin: 75.56 kJ/mol
2S+1: 1
Strongest force on any atom: 0.01028 hartree/bohr
Charge: 0
Electronic energy: -10420.2204 eV

---

Entry 5:
Computed, not measured: the molecule C4H8O3, with wB97M-V/def2-TZVPD.

Atoms and positions in Å:
H  -2.21001  -0.89490  -0.95507
O  -1.62482  -1.82656  -0.85473
H  1.03383  0.17208  -1.19385
H  -0.05081  -1.95886  0.55385
H  3.01296  0.77020  -0.87907
C  1.20349  0.87713  -0.38198
O  2.55980  0.72790  -0.01935
C  -0.96542  0.00448  0.20135
C  -1.03923  -1.49980  0.36219
H  -1.70240  -1.73116  1.22531
H  0.57846  0.35593  1.63064
C  0.14392  0.80866  0.74316
H  -0.23364  1.81893  0.91496
H  1.09879  1.86059  -0.81482
O  -1.80493  0.51538  -0.53258

Output
HOMO-LUMO gap: 0.3897 Ha
Energy above the lowest of the compared OMol25 structures with the same formula, charge and spin: 234.24 kJ/mol
2S+1: 1
Strongest force on any atom: 0.06374 hartree/bohr
Charge: 0
Electronic energy: -10418.5758 eV

---

Entry 6:
Computed, not measured: a cluster of 2 separate species, C4H8O3 in total, with wB97M-V/def2-TZVPD.

Atoms and positions in Å:
C  -0.87005  -1.12422  1.05806
H  2.12842  -1.11554  1.66295
H  2.16739  0.17180  -0.43608
O  2.24700  0.57910  0.44466
C  -1.23826  0.83125  -0.68368
H  -1.59451  -1.76129  0.55218
O  -1.86818  1.89949  -1.08880
H  -0.96996  -1.01369  2.13159
H  -0.20679  0.89220  -0.38031
H  -1.25824  2.65407  -1.03894
H  -1.81069  -0.07711  -0.76935
C  0.36282  -0.90645  0.45517
H  1.13041  0.28100  2.12661
O  0.56282  -0.99625  -0.78971
C  1.51013  -0.29087  1.27186

Output
HOMO-LUMO gap (alpha / beta): 0.2710 / 0.2761 Ha
Energy above the lowest of the compared OMol25 structures with the same formula, charge and spin: 454.92 kJ/mol
2S+1: 1
Strongest force on any atom: 0.01080 hartree/bohr
Charge: 0
Electronic energy: -10416.2886 eV

---

Entry 7:
Computed, not measured: the molecule C4H8O3, with wB97M-V/def2-TZVPD.

Atoms and positions in Å:
O  -0.01162  -1.66690  1.34000
C  -1.15187  0.40747  2.09260
H  -1.00738  1.48380  2.08759
H  -2.16849  0.21825  1.72833
C  -0.62413  0.00706  -0.29083
H  0.81411  1.43379  -2.79025
H  -1.10267  0.01652  3.10436
O  1.71079  0.16521  -1.04128
H  -1.06629  -0.90443  -0.71312
C  0.54628  0.34317  -1.23412
H  -1.28831  0.85742  -0.47916
H  0.88313  -0.02655  1.32516
H  -0.81012  -2.18628  1.43263
O  0.06764  1.03569  -2.31863
C  -0.17344  -0.27680  1.12964

Output
HOMO-LUMO gap: 0.4098 Ha
Energy above the lowest of the compared OMol25 structures with the same formula, charge and spin: 75.02 kJ/mol
2S+1: 1
Strongest force on any atom: 0.04036 hartree/bohr
Charge: 0
Electronic energy: -10420.2259 eV

---

Entry 8:
Computed, not measured: the molecule C4H8O3, with wB97M-V/def2-TZVPD.

Atoms and positions in Å:
C  -0.53312  0.73212  0.09362
C  -1.89466  0.07099  -0.34552
H  1.35709  -1.51787  -1.09328
C  0.46072  -0.41753  0.23534
H  -1.63676  -0.30747  -1.34859
H  -0.91313  1.39647  1.02654
C  1.91630  0.66947  0.20455
H  -0.17091  1.49705  -0.67752
H  2.26507  1.16282  1.16697
H  -2.77025  0.77783  -0.46670
H  0.89475  -1.91598  1.23990
O  2.52712  0.72301  -0.83039
O  0.39341  -1.14125  1.33966
H  -2.36279  -0.55010  0.41940
O  0.46717  -1.17956  -0.96398

Output
HOMO-LUMO gap (alpha / beta): 0.2309 / 0.3404 Ha
Energy above the lowest of the compared OMol25 structures with the same formula, charge and spin: 0.00 kJ/mol
2S+1: 3
Strongest force on any atom: 0.08303 hartree/bohr
<S²>: 2.0089
Charge: 0
Electronic energy: -10414.7546 eV

---

Entry 9:
Computed, not measured: a cluster of 2 separate species, C4H8O3P in total, with wB97M-V/def2-TZVPD.

Atoms and positions in Å:
H  1.37976  2.62187  0.81644
H  1.35783  1.68997  3.54906
H  0.02396  -3.13875  -0.39507
H  0.69081  1.60976  -0.45073
C  0.50032  1.99047  0.59083
H  -1.76345  -2.27791  -0.47873
C  -0.49038  -1.71676  -3.11085
P  0.69492  0.62704  1.89295
O  1.27348  -0.44900  1.12643
H  -0.34930  2.69216  0.70481
O  1.93246  1.23141  2.97640
O  -0.52418  0.42408  2.68508
H  -0.26976  -1.42177  -4.12150
C  -0.62194  -2.17134  -0.52381
H  -0.12566  -1.33382  0.09933
C  -0.49982  -1.85523  -1.93067

Output
HOMO-LUMO gap: 0.3376 Ha
Energy above the lowest of the compared OMol25 structures with the same formula, charge and spin: 94.73 kJ/mol
2S+1: 1
Strongest force on any atom: 0.06602 hartree/bohr
Charge: -1
Electronic energy: -19710.7729 eV

---

Question: Which of these has the lowest strongest force on any atom?
Answer: number 4

---

Question: energy above the lowest of the compared OMol25 structures with the same formula, charge and spin of number 8 (C4H8O3)?
Answer: 0.00 kJ/mol